Record 1
C4H8O as an isolated structure, computed with ωB97M-V/def2-TZVPD.

Last column: natural (NBO) charge in e.
Geometry (Å):
C  -1.17655  -0.77134  0.70161  -0.8073
C  -0.06762  -0.13635  0.11279  0.2746
O  -1.04045  0.52292  -1.32987  -0.8844
C  1.27537  -0.46610  -0.39742  -0.4454
C  1.04091  0.79180  0.42999  -0.4514
H  -1.62368  -0.32386  1.58748  0.2208
H  -1.23889  -1.85336  0.62114  0.2255
H  -1.65042  -0.13409  -0.53136  0.4722
H  -1.26785  1.45581  -1.17645  0.4703
H  1.78674  -1.31178  0.05618  0.2261
H  1.46677  -0.32730  -1.45531  0.2412
H  1.37658  0.80911  1.46466  0.2284
H  1.11909  1.74456  -0.08344  0.2293

Atomic forces in eV per Å
C 0.2 -0.1 0.3
C 0.0 -0.2 0.3
O -0.2 0.2 0.0
C 0.0 -0.2 -0.1
C -0.1 0.2 0.1
H 0.1 0.0 -0.1
H 0.0 0.1 0.0
H 0.1 0.2 -0.3
H 0.1 -0.2 -0.1
H -0.1 0.1 0.0
H 0.0 0.0 0.2
H -0.1 0.0 -0.2
H 0.0 -0.2 0.0

Properties
- Multiplicity: 1
- Relative energy (zero: lowest compared OMol25 entry of this formula, charge and spin): 408.65 kJ/mol
- Net charge: 0
- DFT total energy: -232.28999 Eh



Record 2
One molecule with the formula C4H8O, computed with ωB97M-V/def2-TZVPD.

Last column: natural (NBO) charge in e.
Geometry (Å):
C  -0.48518  1.38873  0.78983  -0.6392
C  0.39174  0.18907  0.97176  0.0652
O  1.56865  -0.09799  0.22677  -0.4896
C  0.42679  -0.92186  0.01303  0.0523
C  -0.07431  -0.90897  -1.41798  -0.6410
H  -0.94842  1.38844  -0.19918  0.2119
H  -1.28771  1.30029  1.53425  0.2188
H  0.03894  2.32983  0.96039  0.2205
H  0.55322  -0.08792  2.01873  0.1709
H  0.34846  -1.84187  0.58563  0.1733
H  -1.09533  -1.29293  -1.49478  0.2136
H  0.54941  -1.52372  -2.08561  0.2253
H  -0.03774  0.10618  -1.82662  0.2183

Atomic forces in eV per Å
C 0.0 0.1 -0.1
C -0.3 0.1 0.2
O 0.2 0.1 0.0
C -0.3 -0.1 0.1
C -0.1 0.1 0.1
H 0.1 0.2 0.1
H 0.1 0.1 -0.2
H 0.0 0.0 0.0
H -0.3 0.0 -0.2
H 0.7 -0.6 -0.6
H 0.0 0.1 0.1
H 0.0 0.1 0.5
H -0.1 -0.1 0.2

Properties
- Multiplicity: 1
- SMILES string: C[C@@H]1O[C@@H]1C
- Relative energy (zero: lowest compared OMol25 entry of this formula, charge and spin): 126.50 kJ/mol
- Net charge: 0
- DFT total energy: -232.39745 Eh



Record 3
A 2-piece molecular cluster, C4H8O2 overall, computed with ωB97M-V/def2-TZVPD.

Last column: natural (NBO) charge in e.
Geometry (Å):
O  -1.47022  1.91453  1.31883  -0.5567
C  -0.52934  1.95124  0.55314  0.4596
C  0.87252  1.75215  1.03305  -0.7473
H  -0.77855  2.45079  -0.40059  0.1234
H  1.11397  0.68663  1.05390  0.2497
H  1.60402  2.32363  0.46228  0.2043
H  0.98963  2.01080  2.09281  0.2156
O  -1.40170  -0.47807  -1.30504  -0.8021
C  -0.27258  -1.04639  -1.07665  -0.0149
C  -0.24814  -2.51240  -0.71910  -0.6925
H  0.63456  -0.42318  -1.20773  0.0589
H  -0.57397  -2.74501  0.29732  0.1669
H  -0.77709  -3.12953  -1.44967  0.1650
H  0.83689  -2.75518  -0.65254  0.1700

Atomic forces in eV per Å
O 0.3 -0.6 0.1
C -1.3 1.7 1.0
C 0.6 -0.5 0.4
H 0.8 -0.8 -0.5
H 0.1 -0.1 -0.7
H 0.0 -0.2 -0.2
H -0.5 0.4 -0.2
O -0.5 0.4 -0.1
C -0.5 0.2 0.1
C 2.0 0.8 0.3
H 0.3 -0.7 0.1
H -0.7 0.0 0.1
H -0.1 -0.2 0.0
H -0.4 -0.4 -0.4

Properties
- Multiplicity: 2
- Relative energy (zero: lowest compared OMol25 entry of this formula, charge and spin): 62.64 kJ/mol
- Net charge: -1
- ⟨S²⟩: 0.7537
- DFT total energy: -307.60895 Eh



Record 4
A 3-piece molecular cluster, C4H8O2 overall, computed with ωB97M-V/def2-TZVPD.

Last column: natural (NBO) charge in e.
Geometry (Å):
C  0.12871  -0.31704  -2.10530  -0.6011
C  0.38555  -0.13860  -0.71867  0.3781
O  0.77653  0.94056  -0.16378  -0.7905
C  0.19910  -1.35992  0.06442  -0.2340
C  0.21774  -1.43238  1.42328  -0.4021
H  0.20043  0.55076  -2.75774  0.1850
H  -0.00860  -1.28012  -2.54049  0.1772
H  -1.72638  -0.21476  -1.03435  -0.1810
H  0.01951  -2.24943  -0.54896  0.1828
H  0.37709  -0.56030  2.00698  0.2059
H  0.09901  -2.31060  1.93020  0.1656
H  -1.31683  2.65623  1.15259  0.4364
H  -0.34258  1.50801  0.66814  0.4989
O  -1.13756  1.73293  1.30645  -1.0210

Atomic forces in eV per Å
C 0.7 1.3 1.5
C 0.4 0.2 -2.0
O -0.1 -0.2 -0.3
C 0.0 -1.1 2.1
C 0.4 1.7 -3.3
H 0.0 -0.2 0.1
H -0.3 -0.5 -0.1
H -0.5 0.0 -0.2
H 0.0 0.1 0.4
H 0.1 0.8 0.3
H -0.4 -2.3 1.1
H -0.1 0.4 -0.1
H -0.9 0.1 0.9
O 0.8 -0.2 -0.3

Properties
- Multiplicity: 2
- Relative energy (zero: lowest compared OMol25 entry of this formula, charge and spin): 141.45 kJ/mol
- Net charge: -1
- ⟨S²⟩: 0.7610
- DFT total energy: -307.57894 Eh



Record 5
An isolated ion of composition C4H8O2 and charge -2, computed with ωB97M-V/def2-TZVPD.

Last column: natural (NBO) charge in e.
Geometry (Å):
O  -1.86311  0.96670  2.28782  -1.0045
C  -1.56951  0.35557  1.10579  -0.0055
C  -0.17427  0.64754  0.50338  -0.4321
C  0.16598  -0.16603  -0.77819  -0.4306
C  1.58228  -0.76402  -0.82881  -0.0208
O  1.92326  -1.36670  -2.02917  -1.0200
H  -2.25594  0.66763  0.28435  0.0550
H  -1.68259  -0.76096  1.18100  0.0594
H  0.66052  0.54371  1.21332  0.1668
H  -0.20308  1.70954  0.27649  0.1605
H  0.10208  0.47756  -1.67032  0.1632
H  -0.61985  -0.91168  -0.92052  0.1680
H  2.27250  0.09693  -0.62645  0.0646
H  1.66173  -1.49579  0.00130  0.0759

Atomic forces in eV per Å
O 0.1 0.1 -0.2
C 0.2 0.0 0.9
C 0.3 -0.2 -0.5
C -0.3 0.9 0.1
C 0.2 -0.6 -1.4
O -0.2 0.2 0.5
H -0.3 -0.1 -0.3
H 0.1 0.0 -0.2
H -0.4 -0.3 0.3
H 0.1 0.4 -0.1
H 0.0 -0.1 0.1
H 0.2 -0.4 0.0
H -0.1 -0.1 0.4
H 0.1 0.2 0.5

Properties
- Multiplicity: 1
- SMILES string: [O-]CCCC[O-]
- Relative energy (zero: lowest compared OMol25 entry of this formula, charge and spin): 19.42 kJ/mol
- Net charge: -2
- DFT total energy: -307.54057 Eh



Record 6
One molecule with the formula C4H8O2, computed with ωB97M-V/def2-TZVPD.

Last column: natural (NBO) charge in e.
Geometry (Å):
C  2.08315  0.46490  -0.66265  -0.2473
O  0.72443  0.11541  -0.70251  -0.5378
C  0.26367  -0.38652  0.52441  -0.0559
C  -1.23152  -0.64496  0.39874  -0.5257
C  -2.18225  0.48846  -0.04552  0.4222
O  -3.00400  0.24180  -0.89685  -0.5208
H  2.34240  0.86282  -1.64580  0.1981
H  2.72655  -0.40300  -0.44412  0.1651
H  2.27128  1.23613  0.10019  0.1641
H  0.48679  0.31167  1.34794  0.1621
H  0.79094  -1.32945  0.76772  0.1722
H  -1.58678  -1.09910  1.33603  0.2319
H  -1.39671  -1.38532  -0.39184  0.2394
H  -2.28796  1.52717  0.31425  0.1326

Atomic forces in eV per Å
C 0.3 0.1 0.0
O -0.1 0.1 0.0
C -0.2 0.1 0.2
C -0.1 0.0 -0.1
C -0.5 -0.3 -0.6
O 0.1 -0.3 -0.1
H 0.0 -0.1 0.1
H -0.2 0.1 0.0
H 0.0 -0.1 -0.1
H 0.0 0.1 -0.1
H -0.2 0.2 0.0
H -0.1 0.3 -0.1
H 0.1 0.0 0.2
H 1.0 -0.2 0.8

Properties
- Multiplicity: 1
- SMILES string: COCCC=O
- Relative energy (zero: lowest compared OMol25 entry of this formula, charge and spin): 180.05 kJ/mol
- Net charge: 0
- DFT total energy: -307.64385 Eh



Record 7
One molecule with the formula C4H8O2, computed with ωB97M-V/def2-TZVPD.

Last column: natural (NBO) charge in e.
Geometry (Å):
C  1.30810  -1.75273  0.07105  -0.6110
C  0.96104  -0.08773  -0.22459  -0.5168
C  -0.44536  0.15034  0.14855  0.5582
O  -1.07785  -0.72255  0.70960  -0.5626
C  -1.11557  1.46600  -0.16147  -0.1606
O  -2.41028  1.46868  0.34670  -0.7114
H  1.41850  -1.99763  1.14032  0.2246
H  2.10208  -1.38037  -0.50578  0.2208
H  0.60954  -2.49122  -0.36297  0.2265
H  1.14739  0.30229  -1.26746  0.2284
H  1.63635  0.58134  0.35753  0.2406
H  -0.50424  2.27391  0.27395  0.1870
H  -1.10569  1.61078  -1.25585  0.1872
H  -2.52400  0.57889  0.73041  0.4891

Atomic forces in eV per Å
C -1.4 3.0 -0.2
C -0.5 -0.9 0.6
C -0.5 -0.1 0.3
O -0.3 0.4 0.0
C 0.2 0.1 -0.1
O -0.2 0.1 0.1
H 0.4 0.7 -0.6
H 2.7 -2.4 -0.6
H 0.4 1.0 -0.3
H -0.2 -1.1 0.7
H -0.4 -0.7 0.1
H -0.1 -0.1 -0.1
H 0.0 0.0 0.2
H -0.1 0.2 0.0

Properties
- Multiplicity: 1
- SMILES string: CCC(=O)CO
- Relative energy (zero: lowest compared OMol25 entry of this formula, charge and spin): 231.62 kJ/mol
- Net charge: 0
- DFT total energy: -307.62421 Eh



Record 8
One molecule with the formula C4H8O2, computed with ωB97M-V/def2-TZVPD.

Last column: natural (NBO) charge in e.
Geometry (Å):
C  1.48449  -0.81269  0.58032  -0.2386
O  1.12559  0.47254  0.97153  -0.5256
C  0.58847  1.09409  -0.15011  -0.1544
C  -0.64365  0.13467  -0.85971  0.5461
C  -1.79272  -0.21429  0.07178  -0.7356
O  -0.73820  -0.00014  -2.05714  -0.5347
H  1.70916  -1.35571  1.52520  0.2072
H  0.59869  -1.06606  -0.17264  0.1669
H  2.36608  -0.82279  -0.07732  0.1698
H  0.23574  2.06959  0.22049  0.2060
H  1.36118  1.22498  -0.92677  0.1777
H  -2.48145  0.62504  -0.09209  0.2462
H  -1.45666  -0.21598  1.10805  0.2279
H  -2.35673  -1.13325  -0.14160  0.2412

Atomic forces in eV per Å
C -0.7 -0.4 -0.9
O -0.2 0.4 0.1
C -1.0 -0.3 -0.8
C 0.1 1.8 0.1
C 0.2 0.1 0.2
O 0.6 0.0 0.7
H -0.6 -0.3 -1.0
H 1.9 -1.3 2.0
H 0.1 0.1 0.2
H -0.3 -0.3 -0.6
H -0.4 0.0 0.0
H 0.0 -0.1 0.3
H -0.1 0.1 0.0
H 0.5 0.2 -0.3

Properties
- Multiplicity: 1
- SMILES string: COCC(C)=O
- Relative energy (zero: lowest compared OMol25 entry of this formula, charge and spin): 236.89 kJ/mol
- Net charge: 0
- DFT total energy: -307.62220 Eh



Record 9
A 2-piece molecular cluster, C4H8O2 overall, computed with ωB97M-V/def2-TZVPD.

Last column: natural (NBO) charge in e.
Geometry (Å):
C  -0.36013  -0.36280  1.58495  -0.2746
C  -1.51531  -0.53551  0.93937  -0.3556
C  -2.15957  0.60189  0.25417  0.3874
O  -3.21142  0.53906  -0.33990  -0.5114
H  0.12254  0.61392  1.61905  0.1959
H  0.15966  -1.17207  2.08654  0.2192
H  -2.01372  -1.50002  0.88066  0.2272
H  -1.58754  1.55624  0.31399  0.1020
C  2.07309  0.24824  -0.87881  -0.2501
O  1.31772  -0.87527  -0.48675  -0.7185
H  1.84570  0.56045  -1.90642  0.1674
H  3.12255  -0.05044  -0.83219  0.1863
H  1.93390  1.11475  -0.21100  0.1526
H  0.38191  -0.68273  -0.62515  0.4721

Atomic forces in eV per Å
C -0.2 0.0 0.1
C 0.1 0.0 0.2
C -0.2 0.0 -0.1
O 0.4 0.0 0.2
H -0.1 -0.1 0.0
H -0.1 0.1 -0.1
H 0.0 0.1 0.0
H -0.1 -0.1 0.0
C 0.3 0.3 -0.2
O -0.2 -0.1 -0.1
H 0.1 0.0 0.1
H -0.1 0.1 0.0
H 0.0 -0.2 -0.1
H 0.2 -0.1 0.0

Properties
- Multiplicity: 1
- SMILES string: C=CC=O.CO
- Relative energy (zero: lowest compared OMol25 entry of this formula, charge and spin): 220.10 kJ/mol
- Net charge: 0
- DFT total energy: -307.62860 Eh



Record 10
A 2-piece molecular cluster, C4H8O2 overall, computed with ωB97M-V/def2-TZVPD.

Last column: natural (NBO) charge in e.
Geometry (Å):
O  -0.83810  1.41443  -0.46656  -0.7359
C  -0.69649  0.67388  0.72403  0.0794
C  -0.21560  -0.72139  0.64851  -0.2422
C  1.17123  -0.46052  0.14727  -0.4115
C  0.62876  0.32458  1.29649  -0.2552
H  -0.29053  2.20673  -0.41018  0.4837
H  -1.49610  0.87570  1.43803  0.1901
H  -0.64841  -1.62550  1.05335  0.2346
H  1.92315  -1.21345  0.37711  0.2204
H  1.31079  0.03304  -0.81468  0.2118
H  0.98780  0.39170  2.31434  0.2302
O  -0.77674  -0.73724  -2.45394  -0.9533
H  -0.09880  -1.20120  -1.95120  0.4606
H  -0.96096  0.03924  -1.90258  0.4873

Atomic forces in eV per Å
O 0.2 0.2 0.0
C -0.1 -0.1 0.3
C -0.2 -0.2 0.1
C 0.2 -0.1 -0.1
C 0.1 0.2 0.2
H -0.1 -0.1 0.0
H 0.1 0.0 -0.1
H 0.1 0.1 0.0
H -0.1 0.1 0.0
H 0.0 -0.1 0.2
H -0.1 0.0 -0.2
O 0.0 0.0 0.0
H -0.1 0.0 -0.1
H 0.0 0.0 -0.1

Properties
- Multiplicity: 1
- SMILES string: O[C@H]1[C@H]2C[C@@H]12.O
- Relative energy (zero: lowest compared OMol25 entry of this formula, charge and spin): 279.21 kJ/mol
- Net charge: 0
- DFT total energy: -307.60608 Eh



Record 11
A 2-piece molecular cluster, C4H8O2 overall, computed with ωB97M-V/def2-TZVPD.

Last column: natural (NBO) charge in e.
Geometry (Å):
C  -2.20189  -1.23387  -0.19127  -0.4929
C  -1.57859  -0.07916  -0.45544  0.1293
O  -2.13934  1.18846  -0.53382  -0.7248
H  -1.76025  -2.14939  -0.59252  0.2118
H  -3.03236  -1.42607  0.46675  0.2071
H  -0.54078  -0.04492  -0.69940  0.1784
H  -2.01722  1.49962  -1.43018  0.4828
C  2.79928  0.64090  0.98042  -0.7254
C  1.53930  -0.00245  0.53017  0.4241
O  1.41133  -0.75660  -0.41754  -0.5361
H  2.87633  0.41432  2.03653  0.2387
H  2.73605  1.71836  0.75608  0.2436
H  3.63921  0.35799  0.33988  0.2398
H  0.62108  0.07068  1.11540  0.1234

Atomic forces in eV per Å
C 0.7 -0.1 0.2
C -0.8 0.0 -0.9
O -0.5 -0.3 1.5
H 0.6 0.3 0.8
H -0.9 0.6 -0.6
H 0.3 -0.5 -0.9
H 0.2 0.0 -0.2
C -0.1 0.6 -1.1
C -0.6 -1.7 -1.0
O 0.9 0.7 0.1
H 0.5 0.3 0.2
H -0.3 -0.1 0.7
H -0.1 -0.6 0.5
H -0.1 0.8 0.7

Properties
- Multiplicity: 1
- SMILES string: C=CO.CC=O
- Relative energy (zero: lowest compared OMol25 entry of this formula, charge and spin): 285.88 kJ/mol
- Net charge: 0
- DFT total energy: -307.60354 Eh



Record 12
One molecule with the formula C4H8O2, computed with ωB97M-V/def2-TZVPD.

Last column: natural (NBO) charge in e.
Geometry (Å):
C  1.15324  1.63424  0.66675  -0.6228
C  -0.02236  0.94368  0.00841  -0.0648
O  0.46314  -0.19490  -0.68589  -0.5323
C  -0.54869  -1.11741  -0.99447  -0.1754
C  -0.82301  -2.02146  0.19513  0.4134
O  -1.90899  -2.45848  0.48537  -0.5077
H  1.92820  1.84645  -0.07533  0.2169
H  1.58423  0.99474  1.44270  0.2115
H  0.83880  2.57724  1.12471  0.2140
H  -0.76672  0.64886  0.76573  0.1645
H  -0.52897  1.61471  -0.70298  0.1679
H  -0.18440  -1.73915  -1.82232  0.2141
H  -1.48464  -0.63862  -1.31348  0.1907
H  0.08719  -2.25885  0.78764  0.1100

Atomic forces in eV per Å
C 0.0 0.0 0.0
C -0.1 0.2 0.2
O 0.1 0.0 0.0
C -0.2 -0.1 -0.1
C -0.3 -0.1 0.0
O 0.5 0.2 -0.1
H -0.1 0.0 0.1
H 0.0 0.1 -0.1
H 0.0 -0.1 -0.1
H 0.1 0.0 -0.1
H 0.1 -0.1 0.1
H 0.0 0.0 0.1
H 0.1 0.0 0.0
H -0.1 0.0 0.0

Properties
- Multiplicity: 1
- SMILES string: CCOCC=O
- Relative energy (zero: lowest compared OMol25 entry of this formula, charge and spin): 152.85 kJ/mol
- Net charge: 0
- DFT total energy: -307.65421 Eh